one) Computed, not measured: a cluster of 2 separate species, C5H13NOSi in total, with ωB97M-V/def2-TZVPD.

The calculation puts the frontier orbital gap at 9.2 eV. The SMILES is C=C(C)[SiH3].C/C=N/O.

Cartesian coordinates (Å):
C: -0.123 1.912 -0.960
C: 1.729 -0.123 0.737
C: -0.242 -1.061 1.612
C: -1.037 1.186 0.044
C: 0.330 -0.605 0.444
N: -0.974 1.699 1.218
O: -1.712 1.188 2.271
Si: -0.131 -1.513 -1.194
H: 0.955 1.520 -1.065
H: -0.649 2.002 -1.855
H: 0.156 2.954 -0.652
H: 1.827 0.968 0.888
H: 2.324 -0.430 -0.076
H: 2.110 -0.608 1.692
H: 0.279 -0.901 2.550
H: -2.504 0.660 1.931
H: -1.222 -1.585 1.681
H: -1.649 0.456 -0.491
H: 0.453 -2.830 -1.180
H: 0.209 -0.553 -2.351
H: -1.508 -1.693 -1.023



two) Computed, not measured: a cluster of 2 separate species, C5H13NOSi in total, with ωB97M-V/def2-TZVPD.

The calculation puts the frontier orbital gap at 8.7 eV.

Cartesian coordinates (Å):
C: -0.018 1.487 -2.654
C: 0.595 0.237 -2.934
C: -1.293 -0.925 -0.175
C: -1.114 0.997 1.845
C: 1.103 -1.008 1.248
N: 0.709 1.388 -0.621
O: -0.748 2.373 -2.926
Si: -0.042 0.352 0.488
H: 0.004 -0.521 -2.389
H: 1.653 0.215 -2.631
H: 0.402 0.151 -4.026
H: -0.938 -1.477 -1.113
H: -1.300 -1.805 0.441
H: -2.224 -0.501 -0.334
H: -1.456 2.036 1.454
H: -1.920 0.233 2.131
H: -0.594 1.263 2.842
H: 0.791 -1.992 0.967
H: 2.214 -0.889 0.978
H: 0.993 -1.098 2.316
H: 0.647 2.375 -0.265



Stability summary: most stable two), least stable one).



one) Computed, not measured: the molecule C5H13NOSi, with ωB97M-V/def2-TZVPD.

The calculation puts the frontier orbital gap at 7.4 eV.

Cartesian coordinates (Å):
C: 2.011 0.815 -0.556
C: 1.707 -0.050 0.804
C: 1.466 0.199 -1.824
C: -2.491 1.621 0.387
C: -1.171 -2.349 0.020
N: 0.385 -0.109 1.206
O: -2.260 0.290 0.214
Si: -0.849 -0.533 0.070
H: 1.690 1.832 -0.360
H: 3.080 0.809 -0.586
H: 2.004 -1.138 0.500
H: 2.327 0.153 1.569
H: 1.530 0.760 -2.696
H: 1.957 -0.860 -2.023
H: -3.108 1.921 1.254
H: -3.091 1.971 -0.514
H: -1.453 2.135 0.462
H: -2.036 -2.537 0.705
H: -1.548 -2.841 -0.867
H: -0.367 -2.766 0.396
H: 0.218 0.676 1.839



two) Computed, not measured: a cluster of 2 separate species, C5H13NOSi in total, with ωB97M-V/def2-TZVPD.

The calculation puts the frontier orbital gap at 7.8 eV.

Cartesian coordinates (Å):
C: -1.806 2.656 -0.089
C: -1.739 1.383 0.284
C: 1.804 -1.134 -0.659
C: 1.766 1.159 -0.028
C: -1.890 -2.238 0.690
N: 1.130 -0.120 0.105
O: -1.851 -1.508 -0.501
Si: -1.270 -0.040 -0.826
H: -2.008 3.454 0.609
H: -1.673 2.952 -1.116
H: -1.868 1.155 1.338
H: 1.194 -2.039 -0.689
H: 2.032 -0.832 -1.696
H: 2.762 -1.379 -0.175
H: 2.708 1.149 0.536
H: 2.012 1.426 -1.069
H: 1.124 1.932 0.390
H: -2.407 -1.684 1.476
H: -0.875 -2.458 1.026
H: -2.423 -3.170 0.495
H: -1.390 -0.016 -2.267



Stability summary: most stable two), least stable one).